A 6-piece molecular cluster, C45H78N3O15P overall. Source: the Open Molecules 2025 dataset; level of theory: the ωB97M-V functional and the def2-TZVPD basis.

XYZ file:
```
142
Properties=species:S:1:pos:R:3
C -1.82842 -3.51657 4.62833
C -1.49193 -4.36369 3.36181
C -2.35859 -3.98153 2.13233
C -1.62584 -2.98846 1.18318
N -1.87319 -3.28479 -0.22956
C -2.80340 -2.37821 -0.90014
N -3.75837 -3.25712 -1.64528
C -3.29824 -3.23182 -3.00038
O -3.84341 -3.92434 -3.79561
C -2.07175 -2.28492 -3.23984
C -0.71166 -2.97539 -3.46461
C -0.50604 -4.35193 -2.76940
C 0.68468 -4.39116 -1.79851
C 2.03652 -4.23259 -2.48628
O 2.43171 -2.85645 -2.64996
C 3.13852 -2.39142 -1.60868
C 4.28637 -1.46249 -1.95477
O 2.89048 -2.66072 -0.49066
P -2.66780 -1.47900 -4.85874
C -2.56272 -2.69907 -6.23341
C -1.48121 -0.14287 -5.38533
C -0.02850 -0.60221 -5.68398
C -2.22357 -1.37265 -1.94889
C -0.93344 -0.91248 -1.22854
C -0.14528 0.20878 -1.94361
O 1.17969 -0.18121 -2.27999
C -3.30490 -0.26012 -1.99731
C -3.14601 0.86186 -0.96716
N -3.34469 0.43216 0.43102
C -4.77118 0.30149 0.78368
C -5.21223 1.03286 2.06039
C -2.58766 1.21985 1.35884
C -2.52232 2.73851 1.27277
O -1.99651 0.66307 2.21171
H -1.01087 -2.81693 4.81502
H -1.87517 -4.18024 5.49252
H -2.75207 -2.95344 4.50144
H -0.42358 -4.21968 3.17847
H -1.62865 -5.42552 3.57686
H -3.24686 -3.48356 2.53092
H -2.62244 -4.90431 1.61420
H -0.55558 -3.17724 1.35780
H -1.82667 -1.94937 1.44464
H -2.12642 -4.24774 -0.38143
H -3.42408 -1.97664 -0.09364
H -4.66330 -2.79412 -1.62206
H -0.52167 -3.14138 -4.52460
H 0.10578 -2.32491 -3.14640
H -0.27627 -5.09579 -3.54202
H -1.36947 -4.73887 -2.23190
H 0.55567 -3.72204 -0.95061
H 0.68552 -5.40987 -1.38531
H 2.77680 -4.74634 -1.86473
H 2.07563 -4.73114 -3.45600
H 5.22098 -2.02060 -2.01924
H 4.37466 -0.76061 -1.12801
H 4.06457 -0.96660 -2.90043
H -1.55627 -2.84811 -6.64564
H -3.17180 -2.30167 -7.04919
H -2.96042 -3.68092 -5.98429
H -1.52835 0.72509 -4.72960
H -1.89488 0.21156 -6.33817
H 0.05407 -1.61456 -6.07323
H 0.39668 0.11105 -6.39635
H 0.55703 -0.55529 -4.76243
H -1.13651 -0.61662 -0.20206
H -0.23970 -1.74973 -1.15595
H -0.05086 1.01791 -1.20043
H -0.72227 0.63504 -2.77239
H 1.59163 0.60085 -2.67337
H -3.38735 0.22934 -2.97093
H -4.29492 -0.69792 -1.82777
H -2.19987 1.40428 -1.02884
H -3.92905 1.60645 -1.19901
H -5.44176 0.60973 -0.02670
H -4.96738 -0.76886 0.94309
H -6.27808 0.83224 2.19227
H -4.71739 0.63289 2.94629
H -5.05161 2.10915 1.98963
H -1.48514 2.99724 1.04926
H -3.12487 3.10863 0.44319
H -2.84394 3.16334 2.21930
O -2.72772 5.21941 -1.35596
C -3.44712 5.86369 -0.65154
C -3.56148 7.37342 -0.60549
C -4.30151 7.60281 0.70767
C -5.12299 6.33044 0.83768
O -4.33013 5.30331 0.21709
H -4.14183 7.70829 -1.46650
H -2.57850 7.83607 -0.60876
H -4.90636 8.50785 0.72368
H -3.58290 7.66482 1.52692
H -6.07806 6.39588 0.31159
H -5.31050 6.06324 1.87570
O 2.83471 -2.39402 6.05555
C 2.86076 -2.21435 4.87009
C 4.00047 -1.59040 4.09378
C 3.34026 -1.25854 2.76085
C 2.26488 -2.32181 2.66441
O 1.86819 -2.58397 4.02966
H 4.79809 -2.32830 3.98339
H 4.37051 -0.70067 4.60008
H 4.02468 -1.26061 1.91647
H 2.87880 -0.27007 2.81646
H 2.63508 -3.24965 2.22559
H 1.40161 -1.98497 2.09446
O 2.07804 3.18300 -3.48578
C 2.02721 3.39161 -4.66251
C 3.14774 3.90695 -5.54027
C 2.40287 4.33321 -6.79847
C 1.21126 3.38972 -6.79550
O 0.92144 3.14545 -5.40790
H 3.84421 3.08991 -5.73504
H 3.66242 4.73728 -5.06481
H 2.99888 4.27147 -7.70746
H 2.05903 5.36371 -6.69224
H 1.43760 2.43384 -7.27419
H 0.33937 3.82689 -7.27754
O 3.48247 1.38237 6.33461
C 2.32037 1.42316 6.62361
C 1.35760 0.25569 6.68289
C 0.00311 0.95596 6.70268
C 0.33570 2.27516 7.37945
O 1.68872 2.56772 6.99167
H 1.53956 -0.30843 7.59797
H 1.47002 -0.38356 5.81766
H -0.77738 0.39436 7.21341
H -0.33074 1.13839 5.67923
H 0.29458 2.20617 8.46923
H -0.31448 3.08500 7.05414
O 5.86678 0.42996 1.45239
C 6.55295 0.85625 2.33592
C 7.54191 0.07286 3.17551
C 7.78784 1.01564 4.34843
C 7.56231 2.37752 3.71361
O 6.56649 2.16071 2.69995
H 8.44559 -0.09674 2.58776
H 7.11459 -0.87426 3.49447
H 8.77158 0.91068 4.80325
H 7.03916 0.84012 5.12319
H 8.46377 2.76844 3.23534
H 7.19586 3.11239 4.42691
```

Calculated values
Structure (SMILES): CCCCN[C@@H]1NC(=O)[C@@](CCCCOC(C)=O)(P(C)CC)[C@@]1(CCO)CCN(CC)C(C)=O.O=C1CCCO1.O=C1CCCO1.O=C1CCCO1.O=C1CCCO1.O=C1CCCO1
Orbital gap (eV): 7.91
Net charge: 0
ΔE to the lowest compared entry with this formula, charge and spin (eV): 0.000

***

C22H50N3OP3Pd as an isolated structure. Source: the Open Molecules 2025 dataset; level of theory: the ωB97M-V functional and the def2-TZVPD basis.

XYZ file:
```
80
Properties=species:S:1:pos:R:3
Pd 1.14783 0.40437 -1.72955
P 0.28782 -1.68158 -1.13429
P 2.75907 0.65770 -0.07572
P 0.64061 0.21359 -4.02269
H -2.40439 2.49217 2.03988
C -2.53105 2.47937 0.94647
C -3.26861 1.55998 0.31017
H -3.72712 0.70485 0.82325
C -0.20476 -1.95398 0.60273
C 1.52420 -2.98748 -1.48438
C -1.23310 -2.19959 -2.00514
C 2.93221 2.34200 0.58416
C 2.58020 -0.34844 1.44215
C 4.38628 0.16958 -0.73488
C -1.13489 0.55935 -4.24112
C 0.96970 -1.37861 -4.84448
C 1.43608 1.43362 -5.10507
H -2.08627 3.31915 0.39983
H -3.47229 1.65419 -0.76591
H -1.25532 -2.28538 0.62719
H -0.11375 -1.02961 1.19259
H 0.41548 -2.74074 1.05839
H 2.44917 -2.77332 -0.92725
H 1.73953 -3.01354 -2.56283
H 1.12296 -3.96198 -1.16545
H -2.00786 -1.43741 -1.83703
H -1.56776 -3.15229 -1.56545
H -1.07094 -2.34043 -3.08095
H 3.95809 2.69675 0.42383
H 2.72220 2.33758 1.66144
H 2.23260 3.03430 0.10303
H 3.47090 -0.21108 2.07409
H 2.49247 -1.41778 1.20995
H 1.69114 -0.02402 2.00946
H 5.18199 0.46252 -0.03674
H 4.55230 0.65458 -1.70509
H 4.41222 -0.91923 -0.87483
H -1.36008 0.65148 -5.31113
H -1.37495 1.50113 -3.73244
H -1.74103 -0.24120 -3.80402
H 0.86839 -1.24135 -5.93026
H 0.27509 -2.15985 -4.51748
H 1.99582 -1.70096 -4.62491
H 1.21322 1.19770 -6.15466
H 2.52042 1.40012 -4.94891
H 1.07153 2.43967 -4.86909
C 1.01505 3.83496 -2.51128
C 2.35257 4.22805 -2.29124
C 2.74633 5.51363 -2.66299
C 1.84352 6.35939 -3.31740
C 0.53595 5.93983 -3.59044
C 0.10233 4.68922 -3.16817
O 0.53113 2.64829 -2.05525
H 1.51133 1.97843 -1.56068
H 3.04330 3.52375 -1.81701
H 3.76539 5.83865 -2.43684
H 2.16637 7.35510 -3.61526
H -0.14857 6.59841 -4.12532
H -0.92253 4.34800 -3.32384
C -3.00475 -0.51341 3.21182
N -2.01296 -0.58320 4.27030
C -2.00104 -1.88488 4.92525
C -0.76668 0.02975 4.06729
N -0.30592 0.51504 2.95059
N 0.02209 0.04841 5.19428
C -0.57671 0.17831 6.51267
C 1.34474 0.61397 5.03947
H -2.70406 -1.09056 2.32037
H -3.93849 -0.93551 3.59996
H -3.17663 0.52699 2.91554
H -1.35131 -1.86391 5.80058
H -3.02553 -2.11234 5.24532
H -1.66240 -2.68868 4.24939
H -1.04773 0.69856 2.26761
H -0.13773 -0.55857 7.19928
H -0.38534 1.18011 6.92753
H -1.65530 0.01762 6.44706
H 2.02926 -0.12899 4.60987
H 1.30955 1.47016 4.35433
H 1.71540 0.92482 6.01944
```

Calculated values
Orbital gap (alpha / beta) (eV): 8.58 / 4.19
<S²>: 6.0682
Multiplicity: 5
Net charge: +4

***

Listing maximum force for the structures above in their given order: 2.83 3.42 eV/A.